Entry 1:
Here is a structure of composition C32H54BBrF3KMgN5O14P at a distorted geometry from the Open Molecules 2025 dataset. Energies are from ωB97M-V/def2-TZVPD.

```
! RIJCOSX wB97M-V def2-TZVPD def2/J DEFGRID3
* xyz 0 1
C -5.9589 -2.5109 -2.2395
C -4.8928 -1.6845 -1.5364
O -5.1591 -1.4885 -0.1541
C -4.6084 -2.4649 0.6958
C -3.3640 -1.9610 1.4053
O -2.5444 -1.2828 0.4600
C -1.4966 -0.4987 0.9819
C -0.2017 -0.7725 0.1890
C -0.6112 -0.7925 -1.2830
B -1.3640 0.5147 -1.8176
O -1.0495 1.7428 -1.3310
O -2.2887 0.4026 -2.8154
C 0.8437 0.3279 0.4815
C 1.8307 0.6956 -0.6483
C 2.7783 -0.3272 -1.3030
C 3.7721 0.4630 -2.1680
C 3.1217 1.0663 -3.4247
O 2.8888 2.4423 -3.1795
C 2.2991 3.1419 -4.2153
C 1.0888 3.8677 -3.7878
O 2.8114 3.1268 -5.2981
C 1.5550 0.2312 1.8698
C 1.2597 1.5341 2.6365
C 1.6370 2.8775 2.0065
C 0.6899 3.9314 2.6212
C 3.0825 3.2604 2.2719
O 3.0138 -0.0357 1.7017
C 3.6172 0.0767 2.8303
N 4.0966 0.1976 3.8614
C 1.0787 -0.9386 2.7277
C 0.7740 -2.2615 2.0289
C -0.0233 -3.1685 2.9693
F -0.5529 -4.2113 2.3299
F 0.8129 -3.6261 3.9034
F -1.0128 -2.5372 3.6078
N 0.2333 -2.1809 0.6227
C 1.1627 -2.8867 -0.3148
C 1.0504 -4.3818 -0.1373
N -0.0079 -4.9300 -0.5476
H -5.4822 -3.0683 -3.0397
H -6.6916 -1.8639 -2.7180
H -6.4159 -3.2391 -1.5824
H -3.9012 -2.1237 -1.6932
H -4.8362 -0.6902 -1.9821
H -5.3607 -2.7418 1.4368
H -4.3632 -3.3677 0.1289
H -3.6186 -1.3068 2.2414
H -2.8253 -2.8422 1.7713
H -1.3898 -0.7131 2.0472
H -1.7120 0.5688 0.9162
H 0.2592 -0.9276 -1.9246
H -1.2566 -1.6499 -1.4822
H -1.7666 2.3852 -1.4005
H -2.6753 -0.4747 -2.8894
H 0.2178 1.2077 0.5904
H 2.4873 1.4533 -0.2236
H 1.2970 1.2348 -1.4269
H 2.2834 -1.0551 -1.9523
H 3.3590 -0.8881 -0.5683
H 4.1212 1.2935 -1.5576
H 4.6315 -0.1384 -2.4611
H 3.7315 0.9119 -4.3143
H 2.1303 0.6202 -3.5891
H 1.4113 4.8221 -3.2862
H 0.4512 4.0194 -4.6553
H 0.5721 3.3339 -2.9970
H 1.6177 1.4983 3.6558
H 0.1640 1.5177 2.7076
H 1.4156 2.8977 0.9394
H 0.4375 3.6850 3.6543
H -0.2212 4.0215 2.0279
H 1.1851 4.8977 2.6437
H 3.7976 2.6228 1.7402
H 3.2981 3.2242 3.3421
H 3.2599 4.2621 1.8917
H 1.8159 -1.2033 3.4731
H 0.2218 -0.5576 3.2547
H 1.7351 -2.7673 1.9453
H -0.6297 -2.7412 0.5688
H 0.8881 -2.6639 -1.3364
H 2.1794 -2.5401 -0.1598
H 1.8711 -4.9096 0.3504
H -0.0146 -5.9368 -0.3971
C 7.4131 2.4105 -3.0169
C 8.5322 3.2439 -2.4117
O 7.9019 3.8078 -1.2593
C 6.8593 3.0215 -0.9038
O 6.2491 3.1005 0.1083
O 6.6318 2.0903 -1.8645
H 7.7533 1.5010 -3.5049
H 6.7942 2.9855 -3.7073
H 9.3748 2.6315 -2.0838
H 8.8920 4.0349 -3.0630
O 1.2439 2.4458 5.8225
P 1.2289 3.8850 6.5789
O -0.1154 4.5140 6.4554
O 2.4385 4.6337 6.0786
O 1.5263 3.4679 8.1304
K 1.1738 0.1298 5.7236
Mg 2.8241 2.3072 7.6005
C -8.3982 -4.6022 -4.6800
C -6.9478 -4.6219 -4.7778
N -5.8023 -4.6233 -4.8307
H -8.7661 -3.5936 -4.8587
H -8.8289 -5.2743 -5.4195
H -8.7020 -4.9205 -3.6839
C -8.2597 -1.7824 1.1292
C -8.2347 -3.0595 0.4354
N -8.1873 -4.0519 -0.1388
H -9.2160 -1.2895 0.9657
H -8.1200 -1.9368 2.1978
H -7.4554 -1.1544 0.7450
Br 2.1551 5.6737 -1.4576
*
```

Properties
- E_tot: -6618.75692 hartree
- Max |F|: 2.49 eV/A
- ΔE to the lowest compared entry with this formula, charge and spin: 0.0 kJ/mol
- HOMO: -5.61 eV

Atom charges from the Mulliken analysis, given in e for atoms 1 to 99:
1 C -1.1520
2 C -0.0472
3 O -0.3884
4 C -1.0395
5 C 0.0772
6 O -0.1334
7 C -2.5918
8 C 1.0604
9 C -2.5726
10 B 0.8535
11 O -0.8381
12 O -0.6451
13 C -0.5413
14 C -0.8632
15 C -0.3232
16 C -1.1780
17 C -0.7494
18 O -0.0374
19 C 0.6201
20 C -0.6233
21 O -0.6175
22 C 2.7394
23 C -2.4321
24 C 1.0908
25 C -1.5531
26 C -1.6115
27 O -0.2237
28 C 0.8231
29 N -0.6752
30 C -3.5100
31 C -0.6062
32 C 0.3587
33 F -0.2366
34 F -0.3268
35 F -0.2292
36 N 1.7329
37 C -0.7478
38 C -0.6929
39 N -0.4091
40 H 0.3758
41 H 0.3439
42 H 0.1762
43 H -0.0622
44 H 0.5516
45 H 0.4554
46 H 0.3486
47 H 0.4193
48 H -0.0903
49 H 0.8881
50 H 0.5407
51 H 0.1630
52 H 0.6453
53 H 0.3356
54 H 0.3120
55 H 1.2931
56 H 0.6910
57 H 0.3879
58 H 0.1985
59 H 0.3289
60 H 0.3606
61 H 0.6455
62 H 0.5034
63 H 0.2905
64 H 0.0076
65 H 0.3166
66 H 0.0260
67 H 0.6914
68 H 0.5873
69 H -0.0180
70 H 0.2817
71 H 0.3186
72 H 0.4330
73 H 0.1882
74 H 0.2078
75 H 0.6205
76 H 1.3462
77 H 0.8511
78 H 0.5867
79 H 0.7837
80 H 0.7070
81 H 0.2602
82 H 0.4035
83 H 0.2953
84 C -0.3484
85 C -0.3584
86 O -0.3485
87 C 0.6174
88 O -0.4894
89 O -0.2078
90 H 0.3402
91 H 0.2539
92 H 0.2423
93 H 0.3066
94 O -0.3423
95 P 0.5300
96 O -0.7295
97 O -0.6386
98 O -0.6196
99 K 1.0524

Entry 2:
Here is a structure of composition C32H54Cl22F9N2O7P2S at a distorted geometry from the Open Molecules 2025 dataset. Energies are from ωB97M-V/def2-TZVPD.

```
! RIJCOSX wB97M-V def2-TZVPD def2/J DEFGRID3
* xyz 1 1
C 0.9880 1.6779 2.4624
C 0.8705 0.8119 1.1089
C 2.0642 0.8249 0.1342
C 3.4163 1.6557 0.3017
C 3.3787 2.8450 -0.7852
C 2.8776 4.2581 -0.1548
F 2.3285 4.1151 1.1546
F 4.1056 4.9994 0.0453
C 2.0084 5.1441 -1.1578
F 2.1942 6.5411 -0.9128
F 2.5217 4.9072 -2.4757
S 0.1700 4.8275 -1.1837
F 0.2996 3.2476 -0.6674
F -0.0857 5.4396 0.3398
F -0.0829 6.3707 -1.8375
F 0.2885 4.2391 -2.7700
F -1.4807 4.5919 -1.3071
C 1.9546 -0.0651 -1.1625
C 3.1620 -0.1614 -2.2197
O 2.9261 0.2549 -3.3838
O 4.4100 -0.7154 -1.8323
P 5.6610 -0.1069 -2.8804
O 5.6295 -0.9300 -4.3839
O 5.5719 1.5951 -3.0860
C 0.6522 -0.8587 -1.4066
P 0.5721 -1.9189 -2.9829
N 1.6750 -3.1079 -2.9704
C -0.5200 -0.7588 -0.3632
O -1.6886 -1.4743 -0.6729
C -1.8049 -2.7081 0.1047
C -3.3873 -2.8751 0.4360
C -3.5733 -4.1142 1.4787
C -4.2843 -3.1435 -0.8663
C -5.2661 -1.9472 -1.2841
C -6.4467 -1.6449 -0.2276
C -4.5368 -0.5664 -1.6466
N -0.3468 0.0397 0.8309
C -1.4567 0.1374 1.8297
C -2.2248 1.5701 1.6595
C -2.7500 1.9248 3.1499
O -3.8426 1.4162 3.4848
O -1.9839 2.7349 4.0543
H 0.7567 0.9490 3.3251
H 0.2908 2.5884 2.4668
H 2.0399 2.0695 2.6519
H 4.2911 0.9670 -0.0132
H 3.6487 1.9883 1.3649
H 2.6495 2.5225 -1.6055
H 4.4109 2.9978 -1.2746
H 5.7398 -0.2514 -5.0914
H 5.0906 1.8269 -3.9182
H 0.7975 -1.0562 -4.1142
H -0.7248 -2.5564 -3.0269
H 1.1862 -4.0229 -3.0323
H -1.2564 -2.5949 1.1137
H -1.3542 -3.6241 -0.4030
H -3.7151 -1.9216 1.0050
H -3.5969 -5.1305 0.9287
H -4.5452 -3.9686 2.0877
H -2.7289 -4.1729 2.2480
H -3.5937 -3.4420 -1.7456
H -4.9562 -4.0691 -0.6945
H -5.7981 -2.2946 -2.2534
H -6.9592 -2.5758 0.1857
H -6.0682 -0.9222 0.5672
H -7.2568 -1.0711 -0.8191
H -3.7287 -0.7411 -2.4493
H -5.2536 0.2838 -1.9308
H -3.9835 -0.2118 -0.6907
H -2.2744 -0.6530 1.6838
H -1.0876 -0.0040 2.9153
H -1.4585 2.3475 1.3059
H -3.0619 1.5354 0.8882
H -1.5137 3.3979 3.4942
C -9.0163 -0.1484 2.0656
Cl -9.8021 -1.5155 1.2667
Cl -7.9444 0.7132 0.9541
H -9.7809 0.5392 2.4234
H -8.4305 -0.5185 2.9057
C -3.5355 6.4284 3.3785
Cl -2.5348 5.7959 2.0590
Cl -2.9170 5.9227 4.9538
H -3.5325 7.5165 3.3312
H -4.5502 6.0570 3.2611
C 1.7455 -4.7515 0.1663
Cl 0.5386 -5.6110 -0.7984
Cl 1.0081 -3.4317 1.0874
H 2.2066 -5.4516 0.8613
H 2.5026 -4.3381 -0.4996
C 2.8413 -2.0327 4.3183
Cl 2.3972 -0.4725 5.0220
Cl 3.3285 -1.8602 2.6271
H 3.6720 -2.4515 4.8844
H 1.9835 -2.7020 4.3724
C -1.5702 7.0226 -4.5696
Cl -2.0340 8.5776 -3.8696
Cl -1.0506 7.2082 -6.2488
H -0.7498 6.6046 -3.9904
H -2.4260 6.3498 -4.5363
C -5.3775 4.8594 0.0667
Cl -6.4098 3.4235 0.0866
Cl -5.9530 6.0797 1.2107
H -4.3624 4.5711 0.3349
H -5.3874 5.2863 -0.9352
C 5.6418 -6.5084 0.9462
Cl 4.4362 -7.3604 -0.0264
Cl 4.9072 -5.1926 1.8718
H 6.1018 -7.2134 1.6376
H 6.3999 -6.0935 0.2834
C 8.0664 -3.5722 -3.2370
Cl 7.0233 -2.4625 -2.3375
Cl 7.4460 -5.2266 -3.1757
H 8.1119 -3.2497 -4.2763
H 9.0636 -3.5518 -2.8000
C 1.6944 -8.5953 1.9894
Cl 0.4749 -9.4436 1.0322
Cl 0.9753 -7.2684 2.9103
H 2.1528 -9.2989 2.6826
H 2.4507 -8.1916 1.3206
C 3.4085 -7.3745 5.6655
Cl 2.9736 -5.8062 6.3561
Cl 3.8976 -7.2133 3.9747
H 4.2361 -7.7948 6.2348
H 2.5464 -8.0379 5.7230
C 2.5678 8.8547 -5.3402
Cl 2.2377 8.2770 -3.7018
Cl 3.8211 10.1004 -5.3384
H 2.9026 8.0168 -5.9497
H 1.6533 9.2729 -5.7583
*
```

Properties
- E_tot: -13991.21345 hartree
- Max |F|: 5.12 eV/A
- HOMO: -11.15 eV

Atom charges from the Mulliken analysis, given in e for atoms 1 to 99:
1 C -1.0003
2 C 0.5536
3 C 0.0123
4 C -1.1402
5 C -0.6279
6 C 0.5644
7 F -0.2132
8 F -0.3367
9 C 0.6988
10 F -0.2515
11 F -0.2530
12 S 1.2747
13 F -0.0405
14 F -0.3276
15 F -0.4180
16 F -0.3803
17 F -0.3470
18 C 1.6342
19 C -0.6603
20 O -0.5267
21 O 0.1714
22 P 0.0180
23 O -0.4131
24 O -0.4302
25 C 0.2527
26 P 0.2296
27 N -0.6627
28 C -0.8489
29 O 0.0737
30 C -0.8210
31 C 1.3337
32 C -1.5226
33 C -1.0153
34 C 0.2796
35 C -1.1711
36 C -0.6212
37 N 1.5593
38 C -0.7888
39 C 0.9702
40 C 0.2356
41 O -0.5503
42 O -0.3978
43 H 0.2258
44 H -0.1971
45 H 0.2850
46 H 0.2259
47 H 0.5034
48 H 0.3865
49 H 0.4561
50 H 0.3194
51 H 0.3186
52 H 0.1259
53 H 0.0893
54 H 0.2416
55 H 0.3030
56 H 0.1254
57 H -0.1473
58 H 0.3630
59 H 0.3255
60 H 0.3280
61 H 0.1977
62 H 0.4854
63 H 0.3196
64 H 0.2392
65 H 0.1731
66 H 0.4694
67 H 0.2251
68 H 0.4720
69 H -0.2991
70 H -0.1645
71 H 0.4302
72 H -0.6287
73 H 0.2504
74 H 0.2963
75 C -0.3422
76 Cl -0.1545
77 Cl -0.0631
78 H 0.3372
79 H 0.2518
80 C -0.4023
81 Cl -0.0038
82 Cl -0.1487
83 H 0.3922
84 H 0.1698
85 C -0.0129
86 Cl -0.2167
87 Cl 0.0577
88 H -0.0217
89 H 0.3203
90 C -0.3297
91 Cl -0.1584
92 Cl -0.0581
93 H 0.3986
94 H 0.1841
95 C 0.2754
96 Cl -0.1572
97 Cl -0.1649
98 H -0.2925
99 H 0.3006